w | # C3H13NO2

A 3-piece molecular cluster, C3H13NO2 overall (ωB97M-V/def2-TZVPD, the Open Molecules 2025 dataset).

Highest occupied orbital energy   -0.338 hartree
Frontier orbital gap   0.36086 hartree
SMILES   CCNC.O.O
Net charge   0
LUMO   0.632 eV

Each line ends with the natural charge from an NBO analysis.
Element x y z (Å)
H -1.83317 -2.07806 1.18694  0.49
H 1.83206 1.00301 2.48932  0.20
H 1.49721 -0.49449 1.70199  0.20
H 0.54371 0.37932 -0.09736  0.34
C 0.36959 2.31961 0.33225  -0.22
H 2.61322 0.68950 0.89580  0.17
H -1.81792 -0.81488 0.14094  0.49
H -1.40163 1.53231 -0.54260  0.20
H 1.33230 2.67999 -0.05688  0.16
C 1.69690 0.58672 1.50517  -0.42
O -0.08187 -3.66313 -1.87182  -0.95
O -1.59789 -1.73000 0.32054  -0.98
N 0.48947 0.89786 0.76245  -0.62
H -0.14801 2.14014 -1.71753  0.20
H 0.55298 -2.97422 -2.09793  0.46
C -0.68607 2.33510 -0.77107  -0.62
H 0.10000 3.03200 1.10359  0.19
H -1.06685 3.35815 -0.84125  0.22
H -0.66458 -3.18887 -1.25788  0.49

x | # C3H13NO2

A 3-piece molecular cluster, C3H13NO2 overall (ωB97M-V/def2-TZVPD, the Open Molecules 2025 dataset).

Highest occupied orbital energy   -0.338 hartree
Frontier orbital gap   0.36705 hartree
SMILES   CCCN.O.O
Net charge   0
LUMO   0.789 eV

Each line ends with the natural charge from an NBO analysis.
Element x y z (Å)
H 2.11069 0.64466 -0.51979  0.20
O 2.31881 -2.74419 -2.19194  -0.94
H -0.11086 0.83594 -1.46736  0.20
H 1.97169 1.81555 0.61449  0.21
H -2.32099 -1.32029 2.32083  0.48
H -0.54847 0.80005 1.59759  0.22
H -2.30738 0.43831 -0.66325  0.35
N -2.01225 0.01217 0.21204  -0.84
H 1.55674 -2.19984 -2.34575  0.47
H -0.83120 -1.62846 2.72488  0.48
C -0.00551 1.28659 -0.49614  -0.41
H 1.75613 2.29373 -1.15660  0.21
C 1.55456 1.57781 -0.37654  -0.61
H -2.71192 0.38154 0.85142  0.35
C -0.65157 0.49151 0.57004  -0.23
O -1.56199 -0.99514 2.80499  -0.95
H -0.11786 -0.49082 0.68689  0.16
H -0.37409 2.31209 -0.40379  0.20
H 2.28545 -3.51120 -2.76201  0.47

y | # C3H13NO2

A 3-piece molecular cluster, C3H13NO2 overall (ωB97M-V/def2-TZVPD, the Open Molecules 2025 dataset).

Highest occupied orbital energy   -0.330 hartree
Frontier orbital gap   0.35811 hartree
SMILES   CCNC.O.O
Net charge   0
LUMO   0.763 eV

Each line ends with the natural charge from an NBO analysis.
Element x y z (Å)
H -3.70084 -0.07734 -0.29266  0.18
H -2.95958 -1.47097 0.52005  0.19
C -1.35015 1.47892 -0.10790  -0.20
N -1.53804 0.04167 -0.09299  -0.65
H -0.33910 2.99861 -1.36401  0.22
C -0.15501 1.93403 -1.02864  -0.62
H 0.88203 1.70691 -0.68969  0.22
H -2.31824 2.14427 -0.56376  0.13
H 0.73070 -2.16435 0.45973  0.47
O 1.60446 -2.06709 0.13393  -0.93
H -3.01925 0.00491 1.38098  0.20
H 1.38835 -1.89712 -0.80593  0.46
O 5.65697 -1.42458 1.07413  -0.94
H 4.97098 -2.14361 0.90432  0.48
C -2.92533 -0.33186 0.39659  -0.41
H -0.29749 1.22062 -1.89496  0.18
H 5.82919 -1.49971 2.01259  0.47
H -1.22731 1.84916 0.96631  0.19
H -1.23234 -0.30248 -1.00808  0.35

z | # C3H13NO2

A 3-piece molecular cluster, C3H13NO2 overall (ωB97M-V/def2-TZVPD, the Open Molecules 2025 dataset).

Highest occupied orbital energy   -0.337 hartree
Frontier orbital gap   0.36150 hartree
SMILES   CN(C)C.O.O
Net charge   0
LUMO   0.678 eV

Each line ends with the natural charge from an NBO analysis.
Element x y z (Å)
H 2.37681 0.20202 1.36536  0.49
H 1.34719 0.58958 -1.89659  0.20
H 0.62313 -1.57249 1.48320  0.22
C 0.73632 -1.66453 0.40430  -0.43
O -6.49360 1.54221 -0.69706  -0.94
C -0.03987 0.61509 0.11868  -0.41
H 3.58764 1.07794 1.73721  0.46
H 1.54010 -1.15467 -2.07920  0.19
H 0.21374 1.52344 -0.40050  0.20
O 2.87375 0.56118 2.11825  -0.97
H -6.99616 1.71404 0.09075  0.47
H -5.90639 0.80404 -0.47289  0.47
H -0.99928 0.21717 -0.25645  0.17
C 1.71437 -0.31287 -1.38943  -0.43
H 0.00043 -2.12304 -0.25908  0.18
N 1.11395 -0.27106 -0.01825  -0.46
H 2.79134 -0.29963 -1.22067  0.20
H 1.68948 -2.18636 0.19243  0.20
H -0.17295 0.73794 1.17997  0.21

Of them, w has the highest stability.

w | # C3H13NO2

A 3-piece molecular cluster, C3H13NO2 overall (ωB97M-V/def2-TZVPD, the Open Molecules 2025 dataset).

Highest occupied orbital energy   -0.349 hartree
Frontier orbital gap   0.37313 hartree
SMILES   CN(C)C.O.O
Net charge   0
LUMO   0.647 eV

Each line ends with the natural charge from an NBO analysis.
Element x y z (Å)
H 2.09845 0.78382 -1.45192  0.48
H -5.23249 1.43668 2.88265  0.47
H 2.79768 1.19429 -2.70935  0.45
H -6.59048 2.09754 3.06006  0.47
O -6.11843 1.26273 3.19439  -0.93
C 1.77504 -0.55687 0.78345  -0.43
H 1.21670 -1.02874 1.59338  0.18
H 0.32604 -2.45567 -0.57253  0.19
C -0.13553 0.37534 -0.31526  -0.43
H 0.04508 1.40645 -0.00859  0.21
H 1.68673 -2.00449 -1.66104  0.20
H -0.62184 0.54898 -1.28443  0.20
C 0.79692 -1.64705 -1.13718  -0.43
O 2.74933 1.44768 -1.78772  -0.98
N 1.10213 -0.36259 -0.50175  -0.46
H 2.60003 -1.25187 0.55909  0.20
H 0.09749 -1.47710 -1.96472  0.20
H 2.33219 0.34184 1.04689  0.22
H -0.92506 -0.11096 0.27460  0.18

x | # C3H13NO2

A 3-piece molecular cluster, C3H13NO2 overall (ωB97M-V/def2-TZVPD, the Open Molecules 2025 dataset).

Highest occupied orbital energy   -0.354 hartree
Frontier orbital gap   0.37916 hartree
SMILES   CCCN.O.O
Net charge   0
LUMO   0.674 eV

Each line ends with the natural charge from an NBO analysis.
Element x y z (Å)
H 3.32361 -1.21982 2.06800  0.48
O 3.71175 -0.35326 2.27493  -0.96
H 3.05740 0.25462 1.90196  0.47
C -2.47479 0.10350 -1.63428  -0.61
H 0.28326 -0.05598 -1.08816  0.19
H -2.02145 1.70594 -0.21160  0.19
H 0.00724 2.05555 0.76882  0.35
H 1.61354 -3.02512 1.63829  0.47
H -1.91713 -0.58679 -2.27513  0.20
H -1.09840 1.75192 -1.69878  0.19
H 0.88482 -2.10126 0.65858  0.48
H -3.15574 0.61493 -2.31802  0.21
C -0.34365 0.33096 -0.28188  -0.22
H 1.32845 1.45611 0.10672  0.35
N 0.48222 1.17945 0.59487  -0.84
C -1.51827 1.06930 -0.94612  -0.41
H -3.10520 -0.44124 -0.92199  0.21
O 1.74481 -2.27171 1.05427  -0.95
H -0.80247 -0.46710 0.30952  0.16

Of them, x has the highest stability.

w | # C3H7N3

One molecule with the formula C3H7N3 (ωB97M-V/def2-TZVPD, the Open Molecules 2025 dataset).

Highest occupied orbital energy   -0.357 hartree
Frontier orbital gap   0.36225 hartree
SMILES   [H]/N=C(C)\N=N\C
Net charge   0
LUMO   0.148 eV

Each line ends with the natural charge from an NBO analysis.
Element x y z (Å)
H -1.92102 -0.26923 2.05729  0.21
C 0.96596 0.33861 -0.43716  0.40
H -2.98980 -0.35364 0.66310  0.19
N -1.02744 -0.42223 0.08729  -0.10
H 0.44322 2.11596 -0.62932  0.33
H 2.11156 -1.35455 0.15826  0.23
N -0.03725 0.21262 0.53403  -0.21
C -2.07361 0.11184 1.04520  -0.46
N 1.10396 1.45625 -1.05587  -0.61
H 2.64808 -0.58507 -1.37983  0.24
H -2.20128 1.19966 1.04807  0.21
H 1.18712 -1.58477 -1.32593  0.24
C 1.79050 -0.86545 -0.76514  -0.69

x | # C3H7N3

One molecule with the formula C3H7N3 (ωB97M-V/def2-TZVPD, the Open Molecules 2025 dataset).

Highest occupied orbital energy   -0.354 hartree
Frontier orbital gap   0.37736 hartree
SMILES   [H]/N=C\C(=N/[H])NC
Net charge   0
LUMO   0.641 eV

Each line ends with the natural charge from an NBO analysis.
Element x y z (Å)
H -0.58313 0.89113 -1.54356  0.20
H 0.01671 -0.28804 -2.73708  0.21
C 0.21310 0.17816 -1.77065  -0.41
H 1.15946 0.72787 -1.84145  0.18
H 1.00375 -0.61979 2.34852  0.34
H -0.37396 1.63214 2.07930  0.34
N 0.23382 -0.84404 -0.73595  -0.62
C -1.04362 0.19610 0.99763  0.06
N 1.18120 -0.81147 1.36521  -0.65
N -1.23266 1.19185 1.74080  -0.57
C 0.25492 -0.42408 0.59116  0.35
H 1.00547 -1.48509 -0.89045  0.38
H -1.83504 -0.34473 0.39652  0.19

y | # C3H7N3

One molecule with the formula C3H7N3 (ωB97M-V/def2-TZVPD, the Open Molecules 2025 dataset).

Highest occupied orbital energy (spin up / spin down)   -0.262 / -0.270 hartree
Frontier orbital gap (spin up / spin down)   0.27796 / 0.28028 hartree
Net charge   0
LUMO (spin up / spin down)   0.422 / 0.275 eV

Each line ends with the natural charge from an NBO analysis.
Element x y z (Å)
H -0.24728 -1.78669 -1.10882  0.37
C -0.13687 0.70981 0.18865  -0.25
N 0.29753 -0.57536 0.53701  -0.30
C 0.13482 -3.90580 0.82715  -0.02
C 0.45856 1.18575 -1.13620  -0.62
H -1.22925 0.79274 0.10021  0.18
N 0.03962 -1.67585 -0.12184  -0.12
H 0.23435 1.38610 0.94107  0.21
N 0.42591 -2.77200 0.40525  -0.22
H 0.18184 0.65388 -2.08568  0.19
H 0.90090 -4.63801 0.97812  0.16
H 0.28098 2.19029 -1.31641  0.21
H 1.49121 1.13781 -1.06548  0.21

Of them, x has the highest stability.

w | # C4H3NS2

C4H3NS2 as an isolated structure (ωB97M-V/def2-TZVPD, the Open Molecules 2025 dataset).

Highest occupied orbital energy   -0.341 hartree
Frontier orbital gap   0.26032 hartree
Net charge   0
LUMO   -2.194 eV

Each line ends with the natural charge from an NBO analysis.
Element x y z (Å)
H 1.97078 1.06933 1.19375  0.25
C 1.41811 0.82695 0.22005  -0.48
H 1.24420 1.83890 -0.66903  0.27
H 0.58798 -0.91060 1.30298  0.28
S 1.88460 -0.72802 -0.83520  0.08
N -2.65832 -2.15513 -0.36617  -0.22
C -1.15074 -0.02296 -0.30111  -0.16
S -1.67484 1.58025 -0.59753  0.17
C -2.00013 -1.23450 -0.21516  0.20
C 0.37835 -0.26421 0.26742  -0.38

x | # C4H3NS2

One molecule with the formula C4H3NS2 (ωB97M-V/def2-TZVPD, the Open Molecules 2025 dataset).

Highest occupied orbital energy (spin up / spin down)   -0.274 / -0.274 hartree
Frontier orbital gap (spin up / spin down)   0.21722 / 0.21730 hartree
Net charge   0
LUMO (spin up / spin down)   -1.540 / -1.538 eV

Each line ends with the natural charge from an NBO analysis.
Element x y z (Å)
H -1.84370 1.61711 0.03045  0.22
H -0.84994 -0.88874 1.15858  0.29
C 1.36551 0.90959 -0.19658  0.05
S 1.06443 -2.60012 -0.07269  0.11
N 0.24136 1.58033 -0.21973  -0.50
C -0.85792 -0.55394 0.14804  -0.64
C 0.47108 -1.13136 -0.18975  -0.17
C -0.88370 0.94439 -0.14498  0.25
S 2.96004 1.05844 -0.10519  0.15
H -1.66715 -0.93569 -0.40816  0.24

Of them, w has the highest stability.